{"formula": "C25H40GeN7O4RuS2", "method": "ωB97M-V with the def2-TZVPD basis set", "homo_lumo_gap_ev": [5.94, 7.10], "spin_multiplicity": 2, "total_energy_ha": -4629.02725, "e_above_lowest_kcal_mol": 9.6, "symbols": ["H", "H", "H", "H", "H", "O", "C", "H", "H", "C", "N", "N", "C", "C", "H", "H", "H", "H", "C", "H", "H", "H", "C", "H", "C", "H", "C", "C", "H", "H", "Ge", "N", "C", "N", "H", "H", "C", "C", "C", "S", "O", "N", "H", "C", "C", "H", "Ru", "C", "H", "C", "H", "C", "N", "C", "H", "H", "C", "H", "H", "C", "C", "H", "H", "O", "C", "N", "O", "H", "H", "H", "C", "C", "H", "H", "H", "H", "H", "H", "S", "H"], "coordinates": [[2.737, -3.625, 0.069], [-5.494, -0.158, -3.498], [-2.635, -3.559, 0.303], [-3.787, 0.141, -3.912], [-6.283, 0.920, -1.719], [-1.357, -1.368, 0.578], [-5.314, 0.979, -1.243], [1.409, -4.748, -0.105], [-1.790, 3.942, 0.182], [-1.184, 0.744, 2.354], [-2.810, 0.953, -0.134], [-4.289, 0.368, -1.893], [5.102, 2.280, -2.514], [4.554, 2.108, -1.256], [3.819, -0.459, -4.046], [-0.520, -5.293, -1.084], [1.068, -0.947, 5.373], [-1.831, 2.261, 5.305], [-3.792, 1.602, 0.474], [5.717, 2.453, -5.017], [1.016, 3.116, 3.753], [-2.052, 0.087, 2.551], [1.810, -3.562, -1.868], [-5.928, 2.107, 0.447], [-1.554, -5.035, -0.855], [5.748, 3.128, -2.711], [3.739, 1.015, -1.000], [-4.464, -0.292, -3.179], [0.879, -3.842, -2.366], [-3.361, -4.510, -1.932], [-0.149, 0.838, 3.985], [-0.188, 2.664, 0.297], [-0.709, 3.874, 0.157], [2.008, 3.549, 0.081], [-2.290, 0.552, 5.376], [-0.201, -1.691, 4.377], [-2.308, -4.715, -2.139], [0.867, -2.704, 0.359], [1.737, -3.736, -0.354], [-0.747, -2.399, -0.352], [3.011, -0.631, 0.858], [-3.516, 2.249, 1.611], [1.591, 2.218, 5.167], [-1.607, -3.901, 0.166], [4.837, 1.367, -3.536], [0.698, -2.946, 1.410], [-0.780, 0.738, 0.454], [-2.998, 0.390, -1.369], [-1.213, -4.183, 1.144], [1.162, 2.536, 0.276], [-0.322, 5.974, -0.118], [0.096, 4.986, -0.012], [1.483, 1.235, 0.461], [0.589, -0.939, 4.391], [-2.619, 1.992, 2.070], [-1.985, -5.921, -0.380], [-5.118, 1.618, -0.071], [2.158, 5.572, -0.206], [2.171, 1.801, 3.557], [1.464, 4.751, -0.053], [3.479, 0.096, -2.007], [-4.275, 2.574, 2.185], [2.606, -4.176, -2.289], [-2.072, -0.086, -2.007], [1.300, 2.128, 4.118], [5.428, 1.516, -4.787], [3.768, 1.626, 1.506], [-1.893, -3.838, -2.638], [4.749, 2.813, -0.461], [-2.262, -5.550, -2.838], [-1.447, 1.245, 5.412], [4.019, 0.267, -3.266], [-4.238, -1.353, -3.092], [4.954, 1.061, -5.549], [-0.980, 1.161, 6.395], [2.011, -2.525, -2.139], [2.858, -0.764, -1.790], [1.340, -1.207, 3.648], [3.034, 0.789, 0.600], [1.350, -1.726, 0.336]], "forces_ev_per_a": [[-0.003, -0.006, 0.011], [-0.001, -0.016, -0.013], [-0.013, 0.006, 0.010], [-0.010, -0.002, -0.003], [-0.004, 0.004, -0.021], [-0.109, 0.148, 0.103], [0.176, -0.011, 0.107], [0.001, -0.030, -0.014], [-0.023, -0.031, 0.025], [0.056, 0.001, -0.088], [0.482, 0.034, 0.015], [-0.172, 0.081, 0.037], [-0.006, -0.009, -0.009], [-0.006, 0.006, 0.021], [0.002, -0.001, -0.007], [0.063, -0.006, -0.010], [-0.026, -0.010, 0.014], [-0.006, -0.001, 0.002], [-0.224, 0.060, 0.392], [0.003, 0.002, -0.005], [-0.042, 0.006, 0.014], [0.121, -0.035, 0.006], [-0.011, 0.001, -0.054], [-0.003, 0.017, -0.009], [-0.007, 0.030, 0.068], [-0.001, 0.001, -0.002], [0.036, 0.034, -0.065], [-0.042, 0.041, 0.002], [-0.026, -0.008, 0.027], [-0.002, -0.008, 0.014], [-0.147, -0.103, -0.091], [-0.246, 0.327, -0.104], [-0.104, -0.043, 0.017], [-0.021, -0.014, -0.016], [0.005, 0.003, -0.013], [-0.006, 0.005, 0.009], [-0.019, 0.012, -0.051], [0.085, -0.068, -0.003], [-0.026, 0.053, 0.050], [0.104, -0.228, -0.095], [-0.016, -0.003, -0.076], [-0.055, -0.026, -0.051], [-0.017, 0.031, -0.006], [-0.062, -0.029, -0.049], [-0.006, -0.009, 0.003], [0.006, -0.005, 0.025], [-0.348, 0.039, -0.024], [0.189, -0.099, 0.040], [0.007, 0.000, -0.033], [0.449, -0.121, 0.111], [0.011, 0.007, 0.000], [0.049, -0.037, 0.001], [-0.315, -0.015, 0.138], [0.079, -0.024, 0.007], [0.089, 0.022, -0.047], [-0.009, 0.002, -0.022], [0.029, -0.098, -0.226], [-0.008, -0.017, 0.002], [0.123, -0.034, -0.131], [0.001, 0.006, 0.000], [-0.053, -0.043, 0.024], [-0.027, 0.005, -0.065], [-0.005, -0.011, 0.004], [-0.043, 0.019, -0.090], [0.061, 0.163, -0.015], [0.012, 0.007, -0.002], [-0.056, 0.041, 0.074], [0.011, 0.003, 0.012], [-0.006, 0.007, 0.003], [-0.006, 0.002, 0.005], [-0.009, 0.023, 0.066], [0.009, 0.020, 0.023], [0.013, -0.008, 0.001], [-0.010, -0.005, 0.003], [-0.007, 0.002, 0.005], [-0.005, -0.056, 0.029], [0.036, 0.091, -0.003], [0.018, 0.002, -0.059], [0.065, -0.125, 0.079], [-0.023, 0.032, -0.028]], "mulliken_charge": [0.410, 0.311, 0.505, 0.303, 0.344, -0.315, -0.086, 0.426, 0.372, -0.644, 0.305, 0.200, -0.819, -0.204, 0.330, 0.112, 0.404, 0.357, 0.715, 0.227, 0.305, 0.655, -0.864, 0.407, -0.190, 0.285, -0.621, -0.843, 0.260, 0.356, 0.259, 0.384, -0.094, -0.444, 0.360, 0.350, -1.334, 0.241, -0.789, 0.356, -0.809, -0.234, 0.456, -0.856, 1.043, 0.607, 0.038, 0.088, 0.370, 0.424, 0.408, -0.924, 0.014, -1.169, 0.170, 0.423, -1.178, 0.399, 0.332, -0.323, -0.494, 0.261, 0.372, -0.658, -1.174, -0.572, -0.702, 0.299, 0.467, 0.410, -1.311, -0.543, 0.218, 0.223, 0.379, 0.248, 0.033, 0.278, 1.427, -0.731]}